Entry 1:
A structure of composition C35H29BaBrN5O10P in a non-equilibrium geometry, computed with the ωB97M-V functional and the def2-TZVPD basis.

Computed properties:
* spin multiplicity: 1
* HOMO level: -0.237 Eh
* gap between HOMO and LUMO: 5.838 eV
* energy above the lowest of the compared OMol25 structures with the same formula, charge and spin: 4.7063 eV

Each line ends with the Mulliken charge.
Geometry (Å):
Ba -0.69903 -0.00147 -0.15747  2.97
O -1.38107 3.70130 -0.04209  -0.85
C -1.23219 2.70993 -0.78396  -0.26
O -0.23208 1.99886 -0.90194  -0.86
C -2.46445 2.28460 -1.56628  1.11
C -3.48177 3.18131 -1.89355  -0.87
C -4.62674 2.68868 -2.49085  -0.67
C -4.72203 1.32469 -2.72793  -0.91
C -3.64995 0.50826 -2.36619  0.61
N -2.54877 0.98821 -1.79070  0.11
C -3.64937 -0.96973 -2.54479  0.54
O -4.53828 -1.47393 -3.41717  -0.49
O -2.90693 -1.70262 -1.94576  -0.43
H -1.13506 3.30041 1.37087  0.42
H -3.35853 4.22735 -1.66071  0.53
H -5.44433 3.34583 -2.74791  0.45
H -5.63477 0.92380 -3.14841  0.33
H -5.03770 -0.79153 -3.88604  0.30
Br 7.01016 6.66722 -4.36107  -0.20
C 6.72376 4.83124 -3.93453  0.13
C 5.43315 4.32813 -3.92882  -0.69
C 5.23053 2.99141 -3.66714  0.05
C 6.32097 2.13287 -3.43497  0.35
C 7.61437 2.68118 -3.41494  -0.53
C 7.81494 4.02107 -3.65363  -0.42
N 6.19974 0.77679 -3.55813  -0.55
N 5.24018 0.04433 -3.27873  -0.28
C 4.26202 0.22606 -2.35776  0.06
C 4.41728 0.86605 -1.11938  -0.33
C 3.46926 0.75886 -0.12963  -1.19
C 2.22948 0.10707 -0.32248  0.64
O 1.37288 -0.04584 0.59736  -1.20
C 1.98837 -0.42155 -1.65520  0.25
N 0.75553 -0.88082 -1.92822  -0.13
C 0.52898 -1.42225 -3.10343  -0.61
C 1.51042 -1.56843 -4.08920  -1.09
C 2.76136 -1.05885 -3.85166  -0.58
C 3.02706 -0.44698 -2.61590  1.03
H 4.59495 4.97729 -4.13437  0.41
H 4.23115 2.58157 -3.69464  0.38
H 8.45221 2.02891 -3.22394  0.39
H 8.81192 4.43563 -3.65034  0.40
H 5.35305 1.36980 -0.91264  0.41
H 3.65837 1.17735 0.84847  0.48
H -0.48345 -1.76352 -3.28205  0.58
H 1.27378 -2.05684 -5.02223  0.45
H 3.55315 -1.10619 -4.58566  0.51
O -1.16874 2.85701 2.31851  -0.51
C -1.68162 1.67357 2.24806  0.43
O -2.05048 1.12966 1.21494  -0.93
C -1.86153 0.97891 3.55772  0.53
C -1.42810 1.56811 4.76515  -0.55
C -1.65634 0.89536 5.93492  -0.85
C -2.32814 -0.34526 5.90328  1.18
C -2.61929 -1.09978 7.05678  -0.87
C -3.27975 -2.29149 6.94970  -0.46
C -3.67716 -2.78370 5.69470  -0.60
C -3.40790 -2.08009 4.55554  -0.05
C -2.72581 -0.84679 4.62992  -0.45
N -2.47521 -0.17892 3.49129  -0.09
H -0.93083 2.52525 4.73427  0.52
H -1.34182 1.30206 6.88695  0.43
H -2.31273 -0.71952 8.02056  0.39
H -3.49882 -2.86701 7.83488  0.39
H -4.20115 -3.72617 5.64390  0.42
H -3.69883 -2.43336 3.58026  0.38
C 0.03902 -2.82380 3.14584  -0.65
O -1.02458 -3.28100 2.33794  -0.34
P -1.23510 -2.59062 0.85528  0.71
O -0.07862 -3.29483 -0.01278  -0.02
C -0.04930 -4.71600 -0.14580  -0.84
O -2.47085 -3.52207 0.43169  -0.42
C -3.81133 -3.16904 0.70429  -0.90
H 0.19420 -3.57533 3.92054  0.27
H -0.20687 -1.86758 3.61244  0.12
H 0.95386 -2.70492 2.56171  0.31
H 0.94552 -4.98020 -0.50251  0.24
H -0.79822 -5.03356 -0.87041  0.25
H -0.23848 -5.20120 0.81361  0.28
H -4.40318 -3.46524 -0.16203  0.31
H -3.92333 -2.09634 0.86854  0.31
H -4.16105 -3.71160 1.58604  0.31


Entry 2:
A structure of composition C35H29Cl3IrN6O2S2Sb in a non-equilibrium geometry, computed with the ωB97M-V functional and the def2-TZVPD basis.

Computed properties:
* spin multiplicity: 6
* HOMO level (alpha / beta): -0.576 / -0.588 Eh
* net charge: +3
* gap between HOMO and LUMO (alpha / beta): 8.017 / 4.708 eV
* energy above the lowest of the compared OMol25 structures with the same formula, charge and spin: 0.5303 eV

Each line ends with the Mulliken spin population.
Geometry (Å):
Ir -0.62869 0.07673 -2.49313  2.75
N 6.15376 -2.50081 1.54400  0.36
C 5.24412 -1.92877 0.76973  0.16
C 5.61360 -0.84549 -0.08461  0.19
C 4.67315 -0.24821 -0.88010  -0.07
C 3.35138 -0.70464 -0.84141  0.19
C 2.96299 -1.77351 -0.01815  -0.03
C 3.88881 -2.38095 0.78357  0.18
S 2.18446 -0.02466 -1.99944  0.03
O 2.88644 0.70628 -3.00254  0.02
O 1.36066 -1.15717 -2.42685  0.12
N 1.10451 0.94978 -1.22113  0.20
C 1.05964 2.17737 -1.87422  -0.02
N 0.08396 2.23756 -2.80172  0.11
C 0.06460 3.28433 -3.62885  -0.01
C 0.97838 4.31123 -3.50465  0.00
C 1.88407 4.20401 -2.45424  0.00
N 1.91595 3.14812 -1.65031  0.00
H 7.11849 -2.18895 1.53005  -0.01
H 5.92120 -3.28598 2.14082  -0.01
H 6.64611 -0.51890 -0.10623  -0.01
H 4.94013 0.55597 -1.55384  0.00
H 1.93714 -2.12130 -0.03668  -0.02
H 3.60487 -3.21706 1.41124  0.00
H -0.68840 3.28547 -4.40667  0.00
H 0.99124 5.14676 -4.18722  0.00
H 2.62096 4.97404 -2.25777  0.00
C -5.43864 0.88580 -3.94714  0.00
C -4.54489 1.94318 -4.01560  0.00
C -3.25092 1.75225 -3.56733  0.00
N -2.82788 0.58771 -3.06810  0.11
C -3.69719 -0.42770 -2.98210  0.00
C -5.00532 -0.31830 -3.40992  0.01
H -6.45403 0.99641 -4.30197  0.00
H -4.83593 2.90103 -4.42181  0.00
H -2.53598 2.56151 -3.60110  0.01
H -3.33662 -1.35446 -2.55690  0.01
H -5.66747 -1.16890 -3.33584  0.00
Cl -1.51658 -5.16205 -4.52936  0.00
C -0.19196 -4.08222 -4.10613  0.01
Cl 0.47681 -4.52125 -2.50873  0.01
Cl 1.07731 -4.08539 -5.33948  0.00
C -0.67016 -2.71581 -3.95234  0.08
N -1.03446 -1.63571 -3.80816  0.03
S -1.46653 -0.80713 -0.38429  0.55
Sb -0.93025 -0.01093 1.81931  0.03
C 0.36781 1.66088 2.13746  0.00
C -0.13307 2.92673 2.39782  0.00
C 0.76071 3.97433 2.58855  0.00
C 2.12482 3.75156 2.49839  0.00
C 2.61167 2.47672 2.23842  0.00
C 1.73231 1.42177 2.06361  0.00
C -2.97521 0.16704 2.48003  0.00
C -3.88811 -0.75172 1.98164  0.02
C -5.21954 -0.62599 2.35056  0.00
C -5.61680 0.40453 3.19223  0.00
C -4.68839 1.30985 3.68432  0.00
C -3.34851 1.19048 3.33788  0.00
C 0.06223 -1.69680 2.68689  -0.02
C -0.21879 -2.97927 2.23323  0.03
C 0.38880 -4.05903 2.86075  0.01
C 1.25879 -3.84914 3.92314  0.00
C 1.53580 -2.56127 4.36388  0.00
C 0.93225 -1.47223 3.74705  0.00
H -1.19784 3.11072 2.46441  0.00
H 0.38457 4.96284 2.81507  0.00
H 2.81529 4.57116 2.64432  0.00
H 3.67799 2.29879 2.18363  0.00
H 2.10502 0.42360 1.88475  0.00
H -3.58339 -1.54270 1.30871  0.00
H -5.94617 -1.32956 1.96769  0.00
H -6.65783 0.50034 3.46909  0.00
H -4.99842 2.10988 4.34241  0.00
H -2.62410 1.87721 3.75707  0.00
H -0.89583 -3.14080 1.40257  -0.01
H 0.16671 -5.06495 2.52999  0.00
H 1.71120 -4.69508 4.42379  0.00
H 2.19895 -2.40013 5.20380  0.00
H 1.13424 -0.46903 4.10418  0.00


Entry 3:
A structure of composition C35H29FeN4O2P2S2 in a non-equilibrium geometry, computed with the ωB97M-V functional and the def2-TZVPD basis.

Computed properties:
* spin multiplicity: 5
* HOMO level (alpha / beta): -0.167 / -0.169 Eh
* net charge: -1
* gap between HOMO and LUMO (alpha / beta): 6.859 / 6.901 eV
* energy above the lowest of the compared OMol25 structures with the same formula, charge and spin: 0.3348 eV

Each line ends with the Mulliken spin population.
Geometry (Å):
Fe 1.74756 -0.51902 0.39419  3.65
N 3.69667 -1.68812 1.30475  0.05
C 3.46276 -2.19429 2.65734  0.00
C 2.58396 -1.20702 3.44043  0.00
O 2.50328 -1.29266 4.65825  0.01
O 1.97819 -0.36946 2.67908  0.01
H 4.09747 -2.39752 0.70581  0.00
H 4.33366 -0.89969 1.32249  0.00
H 4.37665 -2.38532 3.22444  0.00
H 2.89978 -3.12753 2.58565  0.00
C -2.38199 1.88771 0.93991  0.00
N -1.06886 1.34641 0.62583  0.00
P 0.08680 0.66847 1.74886  0.13
C -0.95517 -0.59477 2.60106  -0.04
C -2.00089 -0.26027 3.45850  0.00
C -2.81117 -1.25049 3.99603  0.00
C -2.58495 -2.58420 3.68975  0.00
C -1.54500 -2.92896 2.83974  0.00
C -0.74015 -1.93898 2.30000  0.00
C 0.15302 1.97251 3.02253  0.03
C -0.02074 3.30229 2.64813  0.00
C 0.03299 4.31334 3.59670  0.00
C 0.29214 4.00198 4.92290  0.00
C 0.52194 2.68274 5.29104  0.00
C 0.45797 1.66886 4.34907  0.00
P -0.52979 0.93113 -0.94004  -0.02
C -1.20960 2.30528 -1.95541  0.01
C -2.33765 2.22244 -2.76611  0.00
C -2.73770 3.31599 -3.52183  0.00
C -2.01838 4.50102 -3.47757  0.00
C -0.88881 4.59115 -2.67499  0.00
C -0.48457 3.49792 -1.92588  0.01
C -1.57684 -0.44916 -1.53575  -0.01
C -2.49932 -1.12625 -0.74791  -0.01
C -3.12495 -2.27037 -1.22672  0.00
C -2.83644 -2.74357 -2.49665  0.00
C -1.92055 -2.06895 -3.29435  0.00
C -1.29171 -0.93573 -2.81342  0.00
H -2.33808 2.44234 1.87780  0.00
H -3.14742 1.11244 1.04481  0.00
H -2.69515 2.57319 0.15110  0.00
H -2.18856 0.77751 3.70414  0.00
H -3.62027 -0.97856 4.66333  0.00
H -3.22197 -3.35151 4.11264  0.00
H -1.35989 -3.96622 2.58985  0.00
H 0.06079 -2.20505 1.62383  0.00
H -0.19576 3.53830 1.60446  0.00
H -0.12461 5.34271 3.29885  0.00
H 0.32815 4.79011 5.66515  0.00
H 0.76545 2.44262 6.31851  0.00
H 0.67978 0.64771 4.63117  0.00
H -2.90367 1.30019 -2.80508  0.00
H -3.61881 3.24083 -4.14786  0.00
H -2.33353 5.34963 -4.07175  0.00
H -0.31657 5.51038 -2.64756  0.00
H 0.41076 3.55348 -1.31568  0.00
H -2.72025 -0.77880 0.25268  0.00
H -3.83051 -2.79898 -0.59671  0.00
H -3.30994 -3.64678 -2.86141  0.00
H -1.67404 -2.44914 -4.27823  0.00
H -0.54909 -0.42520 -3.41985  0.00
S 1.29725 -2.45184 -0.84874  0.08
C 2.20686 -2.17264 -2.30528  0.01
C 2.17174 -3.14878 -3.30157  0.00
C 2.85298 -2.99405 -4.50275  0.00
C 2.81815 -4.02447 -5.48690  0.00
N 2.79256 -4.85748 -6.28121  0.00
C 3.58265 -1.81171 -4.73018  0.01
C 3.61759 -0.83340 -3.74380  0.00
C 2.95701 -0.98707 -2.52434  -0.01
S 3.09009 0.27853 -1.33511  0.08
C 4.26958 -1.60333 -5.96168  0.00
N 4.81529 -1.42187 -6.95891  0.00
H 1.59408 -4.04535 -3.11976  0.00
H 4.17781 0.07535 -3.91983  0.00


Entry 4:
A structure of composition C35H29MnN2O4S2, computed with the ωB97M-V functional and the def2-TZVPD basis.

Computed properties:
* spin multiplicity: 5
* HOMO level (alpha / beta): -0.500 / -0.501 Eh
* net charge: +2
* gap between HOMO and LUMO (alpha / beta): 6.305 / 6.459 eV
* energy above the lowest of the compared OMol25 structures with the same formula, charge and spin: 0.0000 eV

Each line ends with the Mulliken spin population.
Geometry (Å):
Mn 0.74984 -2.09883 -2.83491  3.97
N 0.36638 -2.59807 -4.78576  -0.03
N 1.42868 -2.05110 -5.53741  0.00
C 2.58315 -1.70004 -4.83366  0.01
O 3.60178 -1.38239 -5.34699  0.01
O 2.37456 -1.71777 -3.49189  0.01
H 0.28416 -3.60838 -4.92092  0.01
H -0.51830 -2.17747 -5.06964  0.01
H 1.51794 -2.32918 -6.50457  0.00
C 2.82843 -3.51985 5.20269  0.00
C 2.73864 -2.99124 3.80293  0.00
C 3.80692 -2.32054 3.21689  0.00
C 3.72526 -1.84436 1.91802  0.00
C 2.54106 -2.02471 1.21622  0.00
C 1.45677 -2.70181 1.76916  0.00
C 1.57329 -3.18756 3.05573  0.00
S 2.48559 -1.35405 -0.41073  -0.01
O 1.29404 -2.16048 -1.04724  0.09
C 1.93912 0.33379 -0.28358  0.02
C 2.92423 1.19789 -0.81620  -0.01
C 2.71256 2.54746 -0.81052  0.00
C 1.50075 3.08247 -0.32224  0.00
C 1.25453 4.47943 -0.35111  0.00
C 0.06878 4.98220 0.09319  0.00
C -0.93375 4.11291 0.58593  0.00
C -0.72682 2.76740 0.63582  0.00
C 0.50360 2.21155 0.18860  0.02
C 0.74786 0.81280 0.22976  -0.01
C -0.30082 -0.08246 0.80422  -0.01
C -0.44028 -0.22770 2.21467  0.00
C 0.40250 0.45840 3.12522  0.00
C 0.25588 0.27442 4.46941  0.00
C -0.73438 -0.59899 4.97161  0.00
C -1.55056 -1.28156 4.11667  0.00
C -1.42084 -1.11885 2.71625  0.00
C -2.23096 -1.86064 1.81860  0.00
C -2.10288 -1.71992 0.46797  0.00
C -1.14921 -0.79568 -0.00941  -0.01
S -0.93555 -0.54565 -1.73628  -0.08
O -1.11695 -1.99854 -2.38050  0.00
C -2.18226 0.54019 -2.26621  0.02
C -3.47919 0.49679 -1.75112  0.00
C -4.39000 1.44371 -2.17184  0.00
C -4.02662 2.44119 -3.08257  0.00
C -5.01286 3.48153 -3.51563  0.00
C -2.71977 2.46721 -3.57313  0.00
C -1.79168 1.52848 -3.16931  0.00
H 3.79026 -3.29251 5.65655  0.00
H 2.69411 -4.60208 5.21325  0.00
H 2.04412 -3.08734 5.82562  0.00
H 4.72512 -2.18712 3.77340  0.00
H 4.57428 -1.35104 1.46116  0.00
H 0.56309 -2.87811 1.18842  0.00
H 0.74705 -3.73294 3.49437  0.00
H 3.83638 0.78617 -1.22794  0.00
H 3.46629 3.21822 -1.20147  0.00
H 2.02708 5.13437 -0.73246  0.00
H -0.11075 6.04823 0.07494  0.00
H -1.87117 4.52594 0.93348  0.00
H -1.49977 2.11767 1.02405  0.00
H 1.16544 1.12592 2.74737  0.00
H 0.89859 0.80295 5.16054  0.00
H -0.84158 -0.72473 6.04042  0.00
H -2.30489 -1.95971 4.49506  0.00
H -2.95442 -2.55733 2.22289  0.00
H -2.70366 -2.29593 -0.22225  0.00
H -3.76896 -0.26093 -1.03618  0.00
H -5.40169 1.41856 -1.78937  0.00
H -6.00893 3.27526 -3.13177  0.00
H -5.06437 3.53647 -4.60311  0.00
H -4.70386 4.46452 -3.15641  0.00
H -2.42858 3.23963 -4.27327  0.00
H -0.77178 1.57384 -3.53350  0.00